No. 1
ORCA calculation (ωB97M-V/def2-TZVPD) on C34H48AsNPdS2Si3Te as an isolated structure at a distorted geometry.

LUMO energy (spin up / spin down) in eV: -0.95 / -0.95

Geometry as XYZ:
```
91
C34H48AsNPdS2Si3Te, DFT ωB97M-V/def2-TZVPD
Pd -0.680 0.234 -0.604
C 3.474 5.294 0.640
Si 2.565 4.803 -0.906
C 0.914 5.645 -0.907
C 3.523 5.334 -2.410
C 2.554 2.909 -0.893
C 3.782 2.281 -0.701
C 3.888 0.899 -0.532
C 2.721 0.173 -0.507
N 1.534 0.738 -0.729
C 1.437 2.045 -0.970
S -0.185 2.482 -1.393
H 3.585 6.384 0.693
H 4.478 4.854 0.683
H 2.925 4.965 1.529
H 1.071 6.724 -0.787
H 0.276 5.291 -0.094
H 0.377 5.475 -1.845
H 3.728 6.411 -2.382
H 2.950 5.120 -3.319
H 4.483 4.809 -2.485
H 4.691 2.882 -0.670
H 4.846 0.413 -0.396
H 2.714 -0.892 -0.309
S -2.917 0.905 -0.560
C -3.472 1.223 1.096
C -4.857 1.147 1.270
C -5.438 1.399 2.502
C -4.644 1.736 3.589
C -3.269 1.811 3.430
C -2.664 1.555 2.198
As -0.729 1.668 1.967
C -0.216 1.820 3.870
C 0.377 3.014 4.270
C 0.806 3.195 5.583
C 0.647 2.173 6.507
C 0.053 0.975 6.119
C -0.375 0.800 4.809
C -0.422 -0.296 1.936
C 0.896 -0.721 2.121
C 1.189 -2.049 2.371
C 0.161 -2.986 2.426
C -1.144 -2.590 2.182
C -1.438 -1.248 1.941
H -5.476 0.894 0.416
H -6.515 1.331 2.613
H -5.091 1.944 4.555
H -2.656 2.072 4.281
H 0.501 3.811 3.546
H 1.271 4.130 5.878
H 0.990 2.305 7.528
H -0.072 0.174 6.839
H -0.843 -0.134 4.522
H 1.692 0.011 2.107
H 2.216 -2.355 2.539
H 0.380 -4.022 2.664
H -1.944 -3.322 2.187
H -2.464 -0.943 1.816
C 3.091 -4.121 -0.388
Si 1.790 -4.780 -1.548
C 1.558 -6.606 -1.278
C 2.293 -4.451 -3.307
C 0.151 -3.948 -1.167
Te -0.096 -1.984 -1.995
C -2.206 -2.309 -2.365
Si -2.808 -1.506 -3.973
C -2.108 -2.573 -5.333
C -4.664 -1.545 -3.971
C -2.160 0.220 -4.199
H 4.099 -4.391 -0.726
H 2.955 -4.515 0.628
H 3.038 -3.028 -0.327
H 2.509 -7.148 -1.359
H 0.867 -7.025 -2.020
H 1.143 -6.804 -0.281
H 3.220 -4.987 -3.552
H 2.464 -3.384 -3.478
H 1.517 -4.781 -4.009
H -0.012 -3.895 -0.095
H -0.665 -4.531 -1.607
H -2.727 -1.951 -1.480
H -2.333 -3.391 -2.460
H -2.404 -3.624 -5.216
H -1.014 -2.525 -5.324
H -2.453 -2.236 -6.321
H -5.036 -2.515 -3.618
H -5.060 -1.377 -4.982
H -5.065 -0.765 -3.313
H -1.235 0.215 -4.783
H -1.947 0.710 -3.254
H -2.889 0.849 -4.724
```

Results of the Löwdin charge analysis, in e, for atoms 1 through 4:
1 Pd 0.1808
2 C -0.1760
3 Si 0.4820
4 C -0.2042

***

No. 2
ORCA calculation (ωB97M-V/def2-TZVPD) on a 8-piece molecular cluster, C34H48F7N2O23 overall at a distorted geometry.

<S²>: 0.755
2S+1: 2
LUMO energy (spin up / spin down) in eV: 0.05 / -0.56

Geometry as XYZ:
```
114
C34H48F7N2O23, DFT ωB97M-V/def2-TZVPD
C 8.979 -3.637 3.597
C 7.629 -2.991 4.321
O 6.808 -2.177 3.403
C 5.990 -3.102 2.576
C 5.365 -2.430 1.219
C 6.527 -1.860 0.161
N 7.406 -0.782 0.745
C 4.395 -1.157 1.561
C 2.870 -1.559 2.008
C 2.851 -1.907 3.616
C 1.987 -0.143 1.867
N 2.172 -2.554 1.124
O 1.692 -1.963 -0.016
C 2.976 -3.786 0.809
C 2.809 -5.006 1.942
C 2.243 -4.436 -0.553
C 4.530 -3.553 0.375
H 8.801 -3.522 2.438
H 9.002 -4.776 3.906
H 9.946 -3.053 3.906
H 6.970 -3.798 4.870
H 8.028 -2.252 5.157
H 6.575 -4.076 2.248
H 5.130 -3.485 3.310
H 7.226 -2.783 -0.113
H 6.046 -1.525 -0.877
H 8.128 -1.144 1.405
H 6.876 0.032 1.124
H 4.366 -0.393 0.647
H 4.879 -0.549 2.457
H 1.759 -1.631 4.010
H 3.580 -1.210 4.254
H 3.077 -3.023 3.883
H 2.341 0.515 2.798
H 0.842 -0.356 2.047
H 2.219 0.437 0.873
H 1.679 -5.191 2.229
H 3.528 -4.888 2.854
H 3.152 -6.005 1.384
H 1.077 -4.515 -0.440
H 2.587 -3.881 -1.544
H 2.628 -5.558 -0.684
H 5.121 -4.563 0.434
H 4.517 -3.186 -0.760
C -2.305 0.809 1.236
C -2.640 0.033 2.463
O -3.548 0.868 3.144
C -4.176 1.580 2.167
O -5.212 2.203 2.331
O -3.508 1.505 0.975
F -1.547 -0.133 3.242
H -1.497 1.530 1.398
H -2.035 0.164 0.396
H -3.108 -0.938 2.267
C -6.684 2.344 -0.140
C -6.544 3.122 -1.404
O -7.815 3.010 -2.002
C -8.685 2.872 -0.963
O -9.892 3.021 -1.057
O -8.039 2.553 0.200
F -5.635 2.550 -2.225
H -6.506 1.273 -0.281
H -6.020 2.709 0.648
H -6.299 4.179 -1.255
C 11.466 -3.235 -1.489
C 10.054 -3.177 -1.015
O 10.056 -3.999 0.130
C 11.321 -3.907 0.630
O 11.638 -4.251 1.756
O 12.189 -3.373 -0.282
F 9.216 -3.719 -1.927
H 11.662 -4.102 -2.130
H 11.763 -2.329 -2.023
H 9.712 -2.172 -0.746
C -5.993 2.662 -5.209
C -6.934 2.274 -6.298
O -6.749 3.281 -7.267
C -5.460 3.692 -7.110
O -4.846 4.350 -7.934
O -4.934 3.269 -5.920
F -8.215 2.324 -5.870
H -6.427 3.388 -4.513
H -5.638 1.799 -4.638
H -6.727 1.294 -6.742
C -6.874 0.629 4.206
C -6.982 -0.849 4.365
O -6.997 -1.030 5.762
C -7.556 0.108 6.262
O -7.988 0.217 7.397
O -7.581 1.111 5.332
F -5.889 -1.468 3.866
H -5.839 0.985 4.248
H -7.329 0.982 3.277
H -7.888 -1.282 3.928
C -5.242 6.195 5.134
C -5.825 5.105 4.300
O -4.796 4.804 3.385
C -3.639 5.098 4.043
O -2.536 4.718 3.689
O -3.868 5.865 5.153
F -6.896 5.550 3.606
H -5.372 7.186 4.686
H -5.656 6.210 6.146
H -6.093 4.204 4.862
C -3.442 4.077 -11.043
C -4.025 2.988 -11.877
O -2.996 2.687 -12.792
C -1.839 2.981 -12.134
O -0.736 2.601 -12.488
O -2.068 3.747 -11.024
F -5.096 3.432 -12.571
H -3.572 5.068 -11.491
H -3.856 4.093 -10.031
H -4.293 2.087 -11.315
```

Results of the Löwdin charge analysis, in e, for atoms 1 through 4:
1 C -0.0900
2 C -0.2433
3 O -0.2305
4 C -0.1470

***

No. 3
ORCA calculation (ωB97M-V/def2-TZVPD) on C34H49O4PSSi3Y as an isolated structure at a distorted geometry.

Net charge: +1
LUMO energy (spin up / spin down) in eV: -2.47 / -2.48

Geometry as XYZ:
```
93
C34H49O4PSSi3Y, DFT ωB97M-V/def2-TZVPD
Y 0.088 -0.029 -0.258
O 1.012 -1.388 0.966
C 1.105 -1.527 2.268
C 1.450 -0.371 3.177
C 2.522 -0.521 4.083
C 2.900 0.531 4.923
C 2.233 1.760 4.842
C 1.088 1.885 4.094
C 0.690 0.882 3.207
P -0.810 1.144 2.209
C -1.125 2.882 2.260
C -0.425 3.675 1.326
C -0.785 4.997 1.136
C -1.877 5.561 1.884
C -2.542 4.735 2.761
C -2.090 3.465 3.014
C -2.213 0.302 3.073
C -3.450 0.559 2.595
C -4.586 0.076 3.279
C -4.454 -0.632 4.468
C -3.177 -0.974 4.894
C -2.058 -0.546 4.193
H 2.893 -1.535 4.171
H 3.670 0.365 5.656
H 2.663 2.640 5.284
H 0.562 2.797 4.112
H 0.446 3.271 0.838
H -0.199 5.616 0.461
H -2.135 6.666 1.817
H -3.382 5.135 3.418
H -2.581 2.909 3.801
H -3.663 1.110 1.690
H -5.550 0.292 2.799
H -5.390 -0.949 4.986
H -3.063 -1.586 5.783
H -1.103 -0.791 4.599
C -2.076 2.284 -1.694
O -1.400 1.016 -1.660
Si -2.144 -0.446 -2.298
C -3.779 -0.680 -1.409
C -2.429 -0.242 -4.177
C -0.721 -1.615 -1.759
Si -1.211 -3.232 -0.878
C -2.053 -2.700 0.792
C -2.327 -4.383 -1.854
C 0.037 -4.553 -0.373
Si 0.752 -1.633 -2.857
C 0.514 -2.210 -4.628
C 1.402 0.208 -2.930
C 2.216 -2.477 -2.038
H -1.294 3.098 -1.783
H -2.704 2.438 -0.848
H -2.680 2.434 -2.640
H -4.623 -0.242 -1.947
H -3.768 -0.338 -0.367
H -3.868 -1.784 -1.338
H -3.215 0.489 -4.337
H -2.770 -1.186 -4.656
H -1.613 0.147 -4.807
H -1.877 -1.617 1.010
H -1.662 -3.320 1.612
H -3.153 -2.830 0.713
H -2.247 -4.228 -2.944
H -3.378 -4.159 -1.480
H -2.115 -5.449 -1.640
H 0.900 -4.099 0.178
H 0.476 -5.065 -1.266
H -0.387 -5.367 0.242
H -0.280 -1.642 -5.139
H 0.210 -3.279 -4.762
H 1.447 -2.075 -5.252
H 0.658 0.888 -3.424
H 2.300 0.236 -3.580
H 2.730 0.983 -1.500
H 2.051 -3.550 -2.059
H 2.350 -2.124 -1.035
H 3.210 -2.329 -2.608
O 0.870 -3.481 3.809
C 0.763 -2.773 2.836
O 1.736 0.747 -1.614
S 4.427 1.752 -1.043
C 4.199 2.471 -2.733
C 5.274 1.843 -3.655
C 5.905 0.555 -3.057
C 5.750 0.591 -1.546
H 4.352 3.565 -2.606
H 3.223 2.251 -3.109
H 6.099 2.540 -3.936
H 4.826 1.551 -4.632
H 6.954 0.339 -3.407
H 5.404 -0.313 -3.479
H 6.640 0.968 -1.050
H 5.439 -0.381 -1.167
```

Results of the Löwdin charge analysis, in e, for atoms 1 through 4:
1 Y 1.3600
2 O -0.3109
3 C -0.3864
4 C -0.1410

***

No. 4
ORCA calculation (ωB97M-V/def2-TZVPD) on a 4-piece molecular cluster, C34H50BrIO3 overall at a distorted geometry.

SMILES string: O=C(Br)Cc1ccc2c(c1)C(=O)c1cccc(I)c1C2=O.CCCCCC.CCCCCC.CCCCCC
LUMO energy in eV: -0.90

Geometry as XYZ:
```
89
C34H50BrIO3, DFT ωB97M-V/def2-TZVPD
O 4.391 0.515 0.497
C 3.281 0.129 0.671
Br 2.583 -1.233 -0.585
C 2.413 0.676 1.879
C 0.964 0.904 1.330
C 0.679 1.740 0.148
C -0.680 1.913 -0.378
C -1.752 1.210 0.318
C -1.488 0.384 1.515
C -0.141 0.220 2.037
C -2.746 -0.316 2.139
O -2.929 -0.370 3.329
C -3.748 -0.887 1.075
C -4.382 -2.201 1.234
C -5.273 -2.646 0.153
C -5.569 -1.814 -1.026
C -4.930 -0.495 -1.180
I -5.341 0.757 -2.902
C -4.010 -0.065 -0.128
C -3.232 1.296 -0.198
O -3.710 2.335 -0.576
H 2.340 -0.183 2.605
H 2.874 1.575 2.350
H 1.560 2.229 -0.327
H -0.928 2.511 -1.281
H 0.038 -0.410 2.941
H -4.182 -2.860 2.114
H -5.778 -3.641 0.166
H -6.261 -2.162 -1.831
C 3.671 -4.549 0.264
C 5.061 -4.423 -0.345
C 5.179 -5.082 -1.720
C 4.943 -6.594 -1.738
C 5.863 -7.407 -0.826
C 7.335 -7.295 -1.203
H 3.399 -5.592 0.437
H 3.633 -4.034 1.228
H 2.919 -4.100 -0.387
H 5.804 -4.836 0.344
H 5.300 -3.359 -0.450
H 6.169 -4.862 -2.131
H 4.461 -4.613 -2.401
H 5.061 -6.950 -2.768
H 3.904 -6.806 -1.466
H 5.567 -8.459 -0.885
H 5.727 -7.110 0.218
H 7.500 -7.632 -2.230
H 7.943 -7.918 -0.543
H 7.698 -6.269 -1.116
C 4.167 1.906 8.232
C 3.840 2.216 6.776
C 3.764 0.968 5.896
C 5.067 0.171 5.783
C 6.266 0.960 5.254
C 6.066 1.477 3.835
H 5.149 1.439 8.334
H 4.177 2.825 8.821
H 3.420 1.236 8.665
H 4.572 2.923 6.377
H 2.871 2.725 6.739
H 3.428 1.263 4.897
H 2.987 0.303 6.290
H 4.891 -0.688 5.125
H 5.325 -0.248 6.760
H 7.143 0.305 5.266
H 6.500 1.795 5.921
H 5.878 0.651 3.144
H 6.961 2.003 3.495
H 5.230 2.176 3.773
C -9.398 5.385 -7.698
C -8.322 4.344 -7.413
C -8.526 3.614 -6.085
C -8.468 4.502 -4.839
C -7.171 5.293 -4.665
C -5.944 4.406 -4.499
H -9.401 6.178 -6.948
H -9.224 5.852 -8.670
H -10.389 4.926 -7.718
H -7.336 4.816 -7.444
H -8.333 3.604 -8.220
H -7.777 2.820 -6.002
H -9.498 3.109 -6.104
H -8.619 3.870 -3.957
H -9.308 5.204 -4.851
H -7.268 5.924 -3.776
H -7.022 5.975 -5.508
H -6.055 3.749 -3.631
H -5.053 5.018 -4.346
H -5.771 3.786 -5.381
```

Results of the Löwdin charge analysis, in e, for atoms 1 through 4:
1 O 0.0251
2 C -0.7461
3 Br 0.7337
4 C -0.1083

***

No. 5
ORCA calculation (ωB97M-V/def2-TZVPD) on C34H50N12O3RuS3 as an isolated structure.

LUMO energy in eV: 0.45

Geometry as XYZ:
```
103
C34H50N12O3RuS3, DFT ωB97M-V/def2-TZVPD
Ru -0.027 0.249 -0.197
N 2.375 0.203 2.240
C 1.070 0.257 2.639
N 0.680 0.252 3.923
N -0.639 0.276 3.890
N -1.003 0.292 2.651
N 0.032 0.276 1.817
C 2.826 0.199 0.928
N 4.111 0.240 0.624
N 4.128 0.160 -0.721
N 2.924 0.086 -1.187
N 2.057 0.111 -0.155
H 3.075 0.304 2.955
C 4.741 5.804 0.954
C 3.263 5.989 0.626
C 2.340 5.026 1.369
C 2.634 3.553 1.107
N 2.631 3.228 -0.315
C 1.570 2.827 -1.008
S -0.005 2.659 -0.305
N 1.728 2.536 -2.295
C 2.979 2.557 -3.039
C 3.397 3.946 -3.520
C 2.491 4.571 -4.582
C 1.152 5.091 -4.064
H 5.352 6.562 0.464
H 5.115 4.829 0.633
H 4.915 5.879 2.030
H 3.108 5.879 -0.452
H 2.964 7.012 0.867
H 1.302 5.220 1.090
H 2.418 5.195 2.447
H 1.883 2.933 1.595
H 3.612 3.262 1.492
H 3.525 3.220 -0.780
H 0.930 2.078 -2.704
H 2.840 1.894 -3.894
H 3.764 2.093 -2.436
H 4.408 3.846 -3.925
H 3.474 4.629 -2.667
H 2.324 3.843 -5.383
H 3.033 5.403 -5.039
H 0.488 4.291 -3.740
H 0.634 5.658 -4.838
H 1.299 5.755 -3.208
O -0.114 0.100 -2.358
S -1.473 0.423 -2.950
C -1.104 0.380 -4.702
C 0.200 0.154 -5.110
C 0.489 0.176 -6.469
C -0.515 0.422 -7.393
C -1.818 0.652 -6.967
C -2.118 0.636 -5.615
C -2.449 -1.070 -2.853
C -3.801 -0.952 -2.579
C -4.568 -2.104 -2.482
C -3.971 -3.348 -2.637
C -2.607 -3.448 -2.891
C -1.836 -2.302 -3.005
H 0.961 -0.048 -4.366
H 1.502 -0.006 -6.804
H -0.284 0.437 -8.451
H -2.600 0.845 -7.689
H -3.131 0.815 -5.274
H -4.235 0.024 -2.402
H -5.624 -2.032 -2.259
H -4.569 -4.246 -2.549
H -2.146 -4.422 -3.002
H -0.768 -2.353 -3.182
O -2.117 0.348 -0.183
N -2.617 -0.302 0.913
C -2.516 0.374 2.140
C -3.410 -0.196 3.168
C -3.828 -1.473 3.053
C -3.546 -2.246 1.888
C -2.975 -1.597 0.834
H -2.621 1.443 1.967
H -3.661 0.417 4.021
H -4.442 -1.900 3.838
H -3.881 -3.268 1.783
H -2.817 -2.033 -0.142
C 0.838 -4.365 3.505
C -0.420 -4.229 2.656
C -0.113 -4.138 1.166
S 0.736 -2.572 0.808
O -0.179 -1.903 -0.213
C 2.215 -3.131 -0.094
C 2.008 -3.196 -1.597
C 1.062 -4.302 -2.044
H 0.591 -4.447 4.563
H 1.490 -3.496 3.390
H 1.407 -5.254 3.222
H -0.987 -3.343 2.953
H -1.079 -5.085 2.817
H -1.024 -4.071 0.569
H 0.486 -4.980 0.818
H 2.494 -4.093 0.344
H 2.987 -2.404 0.153
H 2.993 -3.328 -2.052
H 1.645 -2.220 -1.925
H 1.388 -5.279 -1.680
H 1.014 -4.357 -3.133
H 0.050 -4.122 -1.675
```

Results of the Löwdin charge analysis, in e, for atoms 1 through 4:
1 Ru 0.8677
2 N 0.1570
3 C -0.4310
4 N 0.0807